# 1
DFT (ωB97M-V/def2-TZVPD) results for a cluster of 5 separate species, C18H33O16P2S2 in total.

Positions of all 71 atoms, in Å:
O: -6.163 -0.476 0.290
P: -5.333 -1.189 1.244
O: -4.960 -2.658 0.932
O: -5.766 -1.208 2.760
S: -3.380 -0.186 1.351
C: -3.678 1.176 2.533
C: -2.376 1.972 2.751
O: -1.764 1.728 3.995
P: -3.198 0.930 -0.587
S: -1.390 1.105 -1.121
H: -4.220 -3.079 1.389
H: -6.174 -0.390 3.065
H: -3.995 0.671 3.446
H: -4.474 1.807 2.136
H: -1.634 1.695 1.998
H: -2.598 3.027 2.589
H: -2.397 1.807 4.712
H: -4.083 0.186 -1.373
H: -3.860 2.079 -0.126
C: -1.808 -3.524 -4.903
C: -1.343 -2.869 -3.633
C: -0.605 -3.750 -2.646
O: -0.929 -3.119 -1.384
C: -2.093 -2.491 -1.540
O: -2.727 -2.009 -0.632
O: -2.475 -2.449 -2.814
H: -2.502 -2.873 -5.432
H: -0.950 -3.712 -5.548
H: -2.307 -4.470 -4.696
H: -0.762 -1.967 -3.839
H: 0.472 -3.785 -2.773
H: -1.003 -4.767 -2.628
C: -1.285 8.665 3.038
C: -1.242 7.164 3.086
C: 0.098 6.509 2.811
O: -0.293 5.245 2.248
C: -1.505 5.408 1.678
O: -2.027 4.599 0.969
O: -2.040 6.591 2.019
H: -2.316 9.013 3.033
H: -0.788 9.075 3.918
H: -0.788 9.042 2.144
H: -1.656 6.785 4.025
H: 0.710 6.339 3.691
H: 0.665 7.059 2.057
C: 3.563 -3.830 -0.021
C: 3.180 -5.236 -0.395
C: 4.306 -6.149 -0.846
O: 3.625 -7.053 -1.730
C: 2.553 -6.411 -2.235
O: 1.868 -6.800 -3.126
O: 2.356 -5.241 -1.581
H: 2.670 -3.211 0.073
H: 4.086 -3.827 0.935
H: 4.212 -3.394 -0.778
H: 2.604 -5.719 0.400
H: 4.778 -6.715 -0.048
H: 5.058 -5.600 -1.418
C: 4.052 2.418 -1.379
C: 3.978 0.939 -1.115
C: 4.821 0.408 0.030
O: 5.090 -0.934 -0.392
C: 5.029 -0.967 -1.747
O: 5.359 -1.898 -2.408
O: 4.526 0.192 -2.221
H: 3.589 2.653 -2.336
H: 3.520 2.960 -0.596
H: 5.087 2.757 -1.406
H: 2.940 0.612 -0.993
H: 4.318 0.394 0.993
H: 5.770 0.944 0.110

Results
electronic energy	-92206.595	eV
Kohn-Sham gap	9.23	eV
total charge	+1

# 2
DFT (ωB97M-V/def2-TZVPD) results for a structure of composition C18H34B2F4MnN7O5S2.

Positions of all 73 atoms, in Å:
Mn: 0.095 -0.305 -0.040
C: 0.476 1.771 3.900
C: 0.894 1.144 2.601
N: 0.039 0.421 1.890
O: -1.244 0.439 2.338
B: -2.134 -0.638 1.783
F: -3.086 -0.924 2.695
F: -1.265 -1.729 1.461
O: -2.797 -0.237 0.505
N: -1.865 -0.090 -0.453
C: -2.199 0.213 -1.653
C: -3.616 0.353 -2.086
C: -1.059 0.527 -2.555
N: 0.114 0.338 -2.064
O: 1.118 0.892 -2.772
B: 2.532 0.514 -2.519
F: 3.321 1.492 -3.027
F: 2.789 -0.766 -2.913
O: 3.485 1.343 -0.001
N: 2.676 0.726 1.031
C: 2.211 1.379 2.150
C: 3.183 2.258 2.856
C: -1.253 1.189 -3.875
H: -0.449 1.331 4.257
H: 0.323 2.845 3.769
H: 1.253 1.639 4.651
H: -4.281 0.001 -1.303
H: -3.789 -0.217 -2.999
H: -3.848 1.399 -2.299
H: 4.064 2.422 2.238
H: 3.511 1.808 3.797
H: 2.736 3.225 3.087
H: -2.292 1.183 -4.187
H: -0.637 0.693 -4.625
H: -0.897 2.220 -3.815
C: 1.708 4.363 -1.455
C: 0.413 4.675 -0.722
S: 0.106 3.415 0.525
O: -0.107 2.145 -0.270
C: -1.540 3.894 1.076
C: -1.537 5.162 1.917
H: 1.902 5.132 -2.202
H: 1.647 3.402 -1.964
H: 2.558 4.339 -0.771
H: -0.451 4.663 -1.390
H: 0.454 5.634 -0.202
H: -1.874 3.028 1.653
H: -2.167 3.971 0.185
H: -0.912 5.051 2.803
H: -2.551 5.378 2.252
H: -1.187 6.027 1.356
C: 1.301 -5.943 2.161
C: 0.080 -5.053 1.965
N: 0.340 -3.910 1.096
C: 0.289 -3.916 -0.232
S: 0.544 -2.486 -1.161
N: 0.092 -5.071 -0.863
C: -0.065 -5.233 -2.310
C: -1.482 -4.946 -2.777
H: 1.051 -6.781 2.812
H: 2.113 -5.382 2.622
H: 1.671 -6.345 1.217
H: -0.249 -4.646 2.919
H: -0.769 -5.616 1.569
H: 0.409 -3.003 1.523
H: -0.007 -5.900 -0.300
H: 0.218 -6.260 -2.537
H: 0.651 -4.580 -2.806
H: -2.196 -5.615 -2.296
H: -1.554 -5.086 -3.855
H: -1.756 -3.917 -2.543
N: 2.757 0.499 -0.883
C: 1.995 0.055 0.067

Results
electronic energy	-105096.888	eV
multiplicity	6
Kohn-Sham gap (spin up / spin down)	6.65 / 7.42	eV
expectation value of S²	8.853
total charge	+1

# 3
DFT (ωB97M-V/def2-TZVPD) results for a cluster of 4 separate species, C18H34BrNO11 in total.

Positions of all 65 atoms, in Å:
C: -3.196 3.122 0.596
O: -1.881 2.827 1.038
C: -1.579 3.231 2.353
C: -2.589 2.810 3.424
C: -3.322 3.921 4.200
C: -4.019 3.061 5.237
O: -5.122 3.160 5.707
N: -3.110 2.001 5.556
C: -2.001 2.051 4.611
Br: -1.337 0.295 4.100
H: -3.836 2.234 0.658
H: -3.142 3.422 -0.455
H: -3.648 3.946 1.156
H: -0.621 2.755 2.590
H: -1.413 4.318 2.409
H: -3.380 2.142 3.061
H: -2.595 4.503 4.784
H: -3.951 4.560 3.584
H: -2.837 2.008 6.530
H: -1.139 2.558 5.056
C: 4.683 1.719 3.186
C: 3.438 1.941 2.357
O: 2.528 2.851 3.001
C: 2.818 4.141 2.874
O: 3.745 4.610 2.269
O: 1.885 4.841 3.527
C: 2.085 6.257 3.495
H: 4.417 1.392 4.191
H: 5.305 0.952 2.724
H: 5.267 2.635 3.265
H: 2.872 1.018 2.249
H: 3.678 2.314 1.362
H: 2.200 6.608 2.472
H: 2.964 6.529 4.077
H: 1.197 6.695 3.941
C: 0.981 1.014 0.289
C: -0.256 0.499 -0.412
O: 0.084 -0.122 -1.669
C: 0.558 -1.359 -1.586
O: 0.703 -2.004 -0.580
O: 0.848 -1.778 -2.820
C: 1.404 -3.094 -2.883
H: 1.538 1.684 -0.369
H: 0.703 1.560 1.190
H: 1.636 0.190 0.573
H: -0.923 1.314 -0.668
H: -0.802 -0.210 0.210
H: 0.773 -3.809 -2.360
H: 2.404 -3.108 -2.454
H: 1.455 -3.354 -3.936
C: 0.650 -7.930 -8.029
C: 0.216 -8.398 -6.658
O: 0.325 -7.350 -5.680
C: -0.675 -6.471 -5.676
O: -1.646 -6.493 -6.384
O: -0.414 -5.553 -4.744
C: -1.392 -4.515 -4.643
H: 1.655 -7.509 -7.986
H: 0.652 -8.768 -8.726
H: -0.026 -7.166 -8.411
H: 0.871 -9.186 -6.291
H: -0.805 -8.777 -6.669
H: -2.392 -4.923 -4.518
H: -1.363 -3.879 -5.526
H: -1.123 -3.932 -3.768

Results
SMILES string	COC[C@@H]1CC(=O)N[C@H]1Br.CCOC(=O)OC.CCOC(=O)OC.CCOC(=O)OC
electronic energy	-113272.855	eV
Kohn-Sham gap	10.44	eV
total charge	0